1.
An isolated molecule of C3H5N3, computed with ωB97M-V with the def2-TZVPD basis set.

Output
SMILES string = [H]/N=N/C(N)=C=C
HOMO-LUMO gap = 8.78 eV

Positions of all 11 atoms, in Å:
N  -2.04583  -0.53016  0.15501
C  -0.70366  -0.15508  0.03406
N  0.19116  -1.29593  0.19119
N  1.39888  -1.02876  0.16207
C  1.07177  1.57742  -0.10263
C  -0.10635  1.00367  -0.11908
H  -2.68185  0.16465  -0.21373
H  -2.21063  -1.44758  -0.24342
H  1.91092  -1.90436  0.30619
H  1.63796  1.76745  -1.01413
H  1.53764  1.84869  0.84447

2.
An isolated molecule of C3H5N3, computed with ωB97M-V with the def2-TZVPD basis set.

Output
SMILES string = C=NCC1=NN1
HOMO-LUMO gap = 10.68 eV

Positions of all 11 atoms, in Å:
N  -1.74225  1.56040  -0.24928
C  -0.69032  0.64160  -0.02106
C  -0.48454  -0.82975  0.00103
N  0.86031  -1.35986  -0.07525
C  1.84916  -0.57108  -0.12623
N  -0.18638  1.77462  0.04582
H  -2.20997  1.73634  0.64669
H  -0.95471  -1.22088  0.91315
H  -1.06944  -1.24459  -0.82917
H  2.84630  -1.00869  -0.19202
H  1.78186  0.52188  -0.11367

3.
A cluster of 2 separate species, C3H5N3 in total, computed with ωB97M-V with the def2-TZVPD basis set.

Output
HOMO-LUMO gap = 10.07 eV

Positions of all 11 atoms, in Å:
C  -0.22013  1.55118  -0.39540
N  -0.80723  0.24261  -0.59647
C  -0.03797  -0.79518  -0.43203
N  0.66016  -1.69166  -0.84885
C  0.50923  -0.85728  1.65883
N  0.75216  -1.97468  1.91757
H  0.22020  1.56052  0.60530
H  -0.98358  2.31996  -0.53028
H  0.57130  1.64078  -1.13233
H  -1.73924  0.16660  -0.22299
H  1.07509  -2.16284  -0.02335

4.
A structure of composition C3H5N3, computed with ωB97M-V with the def2-TZVPD basis set.

Output
HOMO-LUMO gap = 7.91 eV

Positions of all 11 atoms, in Å:
C  -1.30627  -1.38974  -0.20074
C  -0.40040  -0.18869  -0.03060
C  0.15781  0.71622  -0.82372
N  0.46553  1.54467  -1.60538
N  -1.33519  -1.38368  1.13180
N  -0.63194  -0.29130  1.38691
H  -1.97128  -1.78735  -0.94169
H  2.79634  1.61603  0.20221
H  1.37751  1.84482  -1.86173
H  -1.76298  -1.95237  1.88721
H  2.61088  1.27138  0.85574

Stability ranking, top and bottom: 3 is the most stable and 4 is the least stable.

1.
An isolated molecule of C3H5N3, computed with ωB97M-V with the def2-TZVPD basis set.

Output
SMILES string = Cc1cn[nH]n1
HOMO-LUMO gap = 10.99 eV

Positions of all 11 atoms, in Å:
C  0.90063  0.36629  1.35645
C  0.12009  0.04699  0.11972
N  0.42602  0.61135  -1.03139
N  -0.40265  0.05836  -1.90957
N  -1.30829  -0.79283  -1.38710
C  -0.96817  -0.84051  -0.10705
H  0.25453  0.45132  2.23438
H  1.63980  -0.41682  1.55064
H  1.44542  1.30961  1.24040
H  -0.62093  0.65648  -2.69681
H  -1.48645  -1.45023  0.63034

2.
An isolated molecule of C3H5N3, computed with ωB97M-V with the def2-TZVPD basis set.

Output
SMILES string = CC1=NN=NC1
HOMO-LUMO gap = 10.42 eV

Positions of all 11 atoms, in Å:
C  0.61906  -0.83495  -1.17881
C  0.31352  0.06973  -0.03068
C  -1.00146  0.30879  0.63594
N  -0.61659  1.14398  1.76608
N  0.59231  1.41198  1.67817
N  1.22219  0.74921  0.56738
H  1.68291  -0.76354  -1.41462
H  0.03484  -0.58583  -2.07007
H  0.39032  -1.87456  -0.91550
H  -1.57920  -0.57304  0.92977
H  -1.65791  0.94823  0.03234

Stability ranking, top and bottom: 1 is the most stable and 2 is the least stable.

1.
An isolated molecule of C3H5N3, computed with ωB97M-V with the def2-TZVPD basis set.

Output
SMILES string = C/N=C(\N)C#N
HOMO-LUMO gap = 10.71 eV

Positions of all 11 atoms, in Å:
C  -1.34711  -0.96187  -0.09133
N  -0.45527  -0.22660  -0.96530
C  0.45973  0.41771  -0.36299
N  0.68514  0.46227  0.99834
C  1.36020  1.26135  -1.14131
N  2.10084  1.94397  -1.70702
H  -2.19193  -1.35200  -0.65842
H  -0.83573  -1.81282  0.38698
H  -1.74105  -0.30598  0.70405
H  0.45565  -0.37200  1.51951
H  1.50954  0.94595  1.31750

2.
An isolated molecule of C3H5N3, computed with ωB97M-V with the def2-TZVPD basis set.

Output
SMILES string = [H]/N=C/[C@@H]1N=C1N
HOMO-LUMO gap = 9.27 eV

Positions of all 11 atoms, in Å:
N  -0.51530  2.22895  0.36195
C  -0.25339  0.95723  0.05209
C  -0.38674  -0.38918  0.51017
N  0.16805  -2.40106  -0.61990
C  0.61439  -1.32457  -0.11272
N  -0.08608  0.35431  -1.03350
H  -0.09709  2.88703  -0.27566
H  -0.65489  2.49182  1.31750
H  -1.39577  -0.76393  0.74523
H  0.93459  -3.01968  -0.83766
H  1.66525  -1.00739  -0.08650

Stability ranking, top and bottom: 1 is the most stable and 2 is the least stable.

1.
An isolated molecule of C19H30N4O4S, computed with ωB97M-V with the def2-TZVPD basis set.

Output
SMILES string = Cc1cc(C(=O)N2CCCN(CCNC(=O)[C@@H]3CCS(=O)(=O)C3)CC2)[nH]c1C
HOMO-LUMO gap = 8.57 eV

Positions of all 58 atoms, in Å:
C  -4.01499  3.45812  -1.83554
C  -3.54661  3.41756  -0.41348
C  -2.29588  2.93171  0.03770
C  -2.26163  3.04808  1.41704
C  -1.37319  2.73132  2.55929
O  -1.84035  2.84133  3.69193
N  -0.08211  2.34222  2.36275
C  0.71418  1.94644  3.51412
C  0.97654  0.44659  3.55153
C  1.73814  -0.07894  2.32796
N  0.96893  -0.33056  1.11380
C  0.11904  -1.51096  1.19171
C  -0.12059  -2.09971  -0.19208
N  1.14826  -2.37046  -0.84116
C  1.52408  -3.61733  -1.21896
O  0.76709  -4.56936  -1.21003
C  2.99118  -3.73926  -1.66428
C  3.38811  -2.66930  -2.70568
C  2.82309  -3.15969  -4.03154
S  3.34738  -4.86855  -4.06518
O  2.40602  -5.69382  -4.76854
O  4.74088  -4.88416  -4.43879
C  3.24985  -5.11616  -2.28472
C  0.28629  0.79118  0.45855
C  0.53523  2.16559  1.06368
N  -3.46456  3.58649  1.78743
C  -4.25010  3.81715  0.70609
C  -5.61791  4.39450  0.83762
H  -4.68095  4.30249  -2.01641
H  -3.17022  3.55953  -2.51720
H  -4.55461  2.55013  -2.11381
H  -1.53652  2.52915  -0.60984
H  1.66828  2.48320  3.46729
H  0.18594  2.26905  4.40607
H  1.56863  0.23059  4.44549
H  0.02992  -0.08940  3.66304
H  2.56270  0.60195  2.09702
H  2.20822  -1.02987  2.58566
H  0.62523  -2.25789  1.80691
H  -0.85487  -1.29736  1.65877
H  -0.67311  -3.03474  -0.12883
H  -0.70740  -1.40723  -0.80111
H  1.85507  -1.66802  -0.68073
H  3.59734  -3.61673  -0.76326
H  3.01490  -1.67855  -2.45469
H  4.47518  -2.61082  -2.77374
H  1.73263  -3.14178  -4.05104
H  3.22991  -2.66908  -4.91266
H  4.20700  -5.53868  -1.98892
H  2.43414  -5.80381  -2.07484
H  0.56743  0.82997  -0.60201
H  -0.79749  0.62358  0.48486
H  0.17050  2.93117  0.38248
H  1.60510  2.35086  1.17759
H  -3.68406  3.73374  2.76026
H  -6.02815  4.61908  -0.14486
H  -6.30086  3.69965  1.33080
H  -5.60622  5.31976  1.41647

2.
An isolated molecule of C19H30N4O4S, computed with ωB97M-V with the def2-TZVPD basis set.

Output
SMILES string = Cc1cc(C(=O)N2CCCN(CCNC(=O)[C@@H]3CCS(=O)(=O)C3)CC2)[nH]c1C
HOMO-LUMO gap = 8.66 eV

Positions of all 58 atoms, in Å:
C  -3.19266  4.70254  -0.67143
C  -1.79790  4.24792  -0.97218
C  -1.43454  3.04534  -1.62552
C  -0.05333  2.99162  -1.68889
C  1.02685  2.10603  -2.18442
O  2.18894  2.47513  -2.01366
N  0.74885  0.92386  -2.79247
C  1.86981  0.05016  -3.13191
C  2.21146  -0.92249  -2.01153
C  1.02888  -1.73417  -1.46557
N  0.00575  -0.98222  -0.73793
C  0.53997  -0.17293  0.35289
C  -0.48239  0.04105  1.46534
N  -1.01792  -1.22651  1.93722
C  -0.27823  -1.99621  2.78005
O  0.61832  -1.55484  3.47383
C  -0.67963  -3.47151  2.80123
C  0.01841  -4.22769  3.93974
C  1.47417  -4.43667  3.52492
S  1.43315  -4.70361  1.75037
O  2.31856  -3.77497  1.09206
O  1.52998  -6.11142  1.45978
C  -0.27064  -4.17112  1.49847
C  -1.02448  -0.35046  -1.54682
C  -0.55906  0.30461  -2.86070
N  0.40466  4.13143  -1.08473
C  -0.62410  4.90068  -0.64925
C  -0.39303  6.18997  0.06246
H  -3.25823  5.78999  -0.62406
H  -3.88505  4.36756  -1.44438
H  -3.55284  4.31251  0.28338
H  -2.13980  2.32525  -2.00165
H  1.58769  -0.49583  -4.03603
H  2.72766  0.67521  -3.36485
H  2.96713  -1.62393  -2.37589
H  2.67621  -0.36929  -1.19239
H  0.53225  -2.27568  -2.27826
H  1.43610  -2.48703  -0.78678
H  1.38290  -0.72372  0.77882
H  0.92366  0.80593  0.03608
H  -0.00321  0.53972  2.30537
H  -1.31235  0.66861  1.13892
H  -1.56680  -1.72692  1.25541
H  -1.76459  -3.52174  2.91469
H  -0.03550  -3.66526  4.86943
H  -0.47519  -5.19021  4.08418
H  2.06402  -3.53929  3.69172
H  1.94583  -5.30827  3.97191
H  -0.85455  -5.07343  1.32574
H  -0.29053  -3.53127  0.61549
H  -1.78933  -1.08978  -1.81599
H  -1.51962  0.39743  -0.92853
H  -1.30360  1.01676  -3.21379
H  -0.48815  -0.46058  -3.63426
H  1.39383  4.31730  -1.02227
H  -1.29961  6.79245  0.06082
H  -0.10419  6.02919  1.10343
H  0.39602  6.77081  -0.41756

Stability ranking, top and bottom: 2 is the most stable and 1 is the least stable.